[1]
# C21H27IN4O3PPt

A structure of composition C21H27IN4O3PPt (ωB97M-V/def2-TZVPD, the Open Molecules 2025 dataset).

- orbital gap (eV) = 8.189
- net charge = +3
- LUMO (eV) = -10.00
- E_HOMO (eV) = -18.2
- calculated total energy (Ha) = -2018.72323

Cartesian coordinates (Å):
Pt1 -0.47968 0.16162 0.03669
C1 0.79702 2.88277 -0.07620
N1 -0.57174 2.28363 0.04607
C2 -1.21367 2.65602 1.34035
C3 -0.71396 1.72997 2.42872
C4 -0.70361 2.10010 3.75766
C5 -0.25802 1.19972 4.71565
C6 0.21089 -0.04173 4.31065
C7 0.18297 -0.35815 2.96993
N2 -0.29103 0.49514 2.05094
C8 -1.39358 2.60701 -1.15980
C9 -0.95269 1.72253 -2.30542
C10 -1.01562 2.13657 -3.61755
C11 -0.63335 1.26417 -4.63033
C12 -0.16125 0.00674 -4.29183
C13 -0.10830 -0.35668 -2.96162
N3 -0.51184 0.47149 -1.98954
C14 1.91259 1.87440 -0.08529
C15 3.22538 2.31014 -0.11677
C16 4.25123 1.38142 -0.09277
C17 3.92828 0.03274 -0.02835
C18 2.60278 -0.33953 -0.00808
N4 1.60705 0.56596 -0.04760
H1 0.84048 3.47630 -0.99067
H2 0.95351 3.57765 0.74949
H3 -1.01579 3.70135 1.57849
H4 -2.29276 2.53549 1.24014
H5 -1.03746 3.09041 4.03835
H6 -0.25551 1.47353 5.76258
H7 0.60199 -0.75614 5.02136
H8 0.57430 -1.29498 2.59882
H9 -2.43757 2.39501 -0.92833
H10 -1.31077 3.66476 -1.41193
H11 -1.36106 3.13630 -3.84547
H12 -0.68837 1.57227 -5.66617
H13 0.16986 -0.69349 -5.04559
H14 0.27985 -1.31805 -2.65954
H15 3.43480 3.37151 -0.15364
H16 5.28401 1.70324 -0.11574
H17 4.69393 -0.72932 0.00503
H18 2.30978 -1.37362 0.03042
I1 -3.07853 -0.11456 0.32189
C19 -1.26262 -3.32672 2.31101
O1 -1.49783 -2.99468 0.91948
P1 -0.72316 -2.17904 -0.15042
O2 0.74215 -2.72401 -0.26923
C20 1.01288 -4.14152 -0.57940
O3 -1.39029 -2.58849 -1.48737
C21 -2.73852 -3.06344 -1.80710
H19 -1.78704 -4.26132 2.48244
H20 -1.68727 -2.54403 2.93449
H21 -0.19826 -3.46685 2.49355
H22 2.07595 -4.27717 -0.41668
H23 0.74946 -4.32529 -1.61653
H24 0.43700 -4.77764 0.08761
H25 -2.60570 -3.77886 -2.61155
H26 -3.33061 -2.21519 -2.13328
H27 -3.17065 -3.53945 -0.93207

The net atomic charges from natural (NBO), expressed in e, are: number 1, Pt, carries 0.983; number 2, C, carries -0.283; number 3, N, carries -0.437; number 4, C, carries -0.292; number 5, C, carries 0.296; number 6, C, carries -0.229; number 7, C, carries -0.076; number 8, C, carries -0.208; number 9, C, carries 0.056; number 10, N, carries -0.491; number 11, C, carries -0.274; number 12, C, carries 0.202; number 13, C, carries -0.208; number 14, C, carries -0.074; number 15, C, carries -0.208; number 16, C, carries 0.075; number 17, N, carries -0.462; number 18, C, carries 0.208; number 19, C, carries -0.215; number 20, C, carries -0.079; number 21, C, carries -0.208; number 22, C, carries 0.051; number 23, N, carries -0.503; number 24, H, carries 0.259; number 25, H, carries 0.257; number 26, H, carries 0.252; number 27, H, carries 0.270; number 28, H, carries 0.266; number 29, H, carries 0.272; number 30, H, carries 0.271; number 31, H, carries 0.221; number 32, H, carries 0.268; number 33, H, carries 0.252; number 34, H, carries 0.265; number 35, H, carries 0.271; number 36, H, carries 0.271; number 37, H, carries 0.235; number 38, H, carries 0.261; number 39, H, carries 0.270; number 40, H, carries 0.267; number 41, H, carries 0.244; number 42, I, carries -0.082; number 43, C, carries -0.245; number 44, O, carries -0.842; number 45, P, carries 2.127; number 46, O, carries -0.865; number 47, C, carries -0.256; number 48, O, carries -0.863; number 49, C, carries -0.238; number 50, H, carries 0.248; number 51, H, carries 0.208; number 52, H, carries 0.193; number 53, H, carries 0.231; number 54, H, carries 0.218; number 55, H, carries 0.210; number 56, H, carries 0.233; number 57, H, carries 0.212; number 58, H, carries 0.218

[2]
# CH4OS2

A cluster of 2 separate species, CH4OS2 in total (ωB97M-V/def2-TZVPD, the Open Molecules 2025 dataset).

- orbital gap (eV) = 8.848
- net charge = 0
- LUMO (eV) = 0.14
- E_HOMO (eV) = -8.7
- calculated total energy (Ha) = -911.99153
- energy relative to the best compared isomer or geometry (same formula, charge and spin) (kcal per mole) = 62.8

Cartesian coordinates (Å):
C1 -0.49854 0.51876 0.54789
O1 1.36751 -0.86089 -0.61045
S1 -1.68626 -0.65652 0.00870
S2 1.14109 -0.07309 0.82309
H1 -0.17451 1.78647 -0.60317
H2 -0.83918 1.15022 1.35461
H3 1.47906 -0.22993 -1.33570
H4 -0.78916 -1.63501 -0.18498

The net atomic charges from natural (NBO), expressed in e, are: number 1, C, carries -0.692; number 2, O, carries -0.856; number 3, S, carries 0.049; number 4, S, carries 0.567; number 5, H, carries 0.054; number 6, H, carries 0.242; number 7, H, carries 0.488; number 8, H, carries 0.148

Question: Number 1 is which compound?
Answer: C21H27IN4O3PPt

Question: What is the formula in the second record?
Answer: CH4OS2

Please write out number 2 again, unchanged.
# CH4OS2

A cluster of 2 separate species, CH4OS2 in total (ωB97M-V/def2-TZVPD, the Open Molecules 2025 dataset).

- orbital gap (eV) = 8.848
- net charge = 0
- LUMO (eV) = 0.14
- E_HOMO (eV) = -8.7
- calculated total energy (Ha) = -911.99153
- energy relative to the best compared isomer or geometry (same formula, charge and spin) (kcal per mole) = 62.8

Cartesian coordinates (Å):
C1 -0.49854 0.51876 0.54789
O1 1.36751 -0.86089 -0.61045
S1 -1.68626 -0.65652 0.00870
S2 1.14109 -0.07309 0.82309
H1 -0.17451 1.78647 -0.60317
H2 -0.83918 1.15022 1.35461
H3 1.47906 -0.22993 -1.33570
H4 -0.78916 -1.63501 -0.18498

The net atomic charges from natural (NBO), expressed in e, are: number 1, C, carries -0.692; number 2, O, carries -0.856; number 3, S, carries 0.049; number 4, S, carries 0.567; number 5, H, carries 0.054; number 6, H, carries 0.242; number 7, H, carries 0.488; number 8, H, carries 0.148

What did the second record say?
# CH4OS2

A cluster of 2 separate species, CH4OS2 in total (ωB97M-V/def2-TZVPD, the Open Molecules 2025 dataset).

- orbital gap (eV) = 8.848
- net charge = 0
- LUMO (eV) = 0.14
- E_HOMO (eV) = -8.7
- calculated total energy (Ha) = -911.99153
- energy relative to the best compared isomer or geometry (same formula, charge and spin) (kcal per mole) = 62.8

Cartesian coordinates (Å):
C1 -0.49854 0.51876 0.54789
O1 1.36751 -0.86089 -0.61045
S1 -1.68626 -0.65652 0.00870
S2 1.14109 -0.07309 0.82309
H1 -0.17451 1.78647 -0.60317
H2 -0.83918 1.15022 1.35461
H3 1.47906 -0.22993 -1.33570
H4 -0.78916 -1.63501 -0.18498

The net atomic charges from natural (NBO), expressed in e, are: number 1, C, carries -0.692; number 2, O, carries -0.856; number 3, S, carries 0.049; number 4, S, carries 0.567; number 5, H, carries 0.054; number 6, H, carries 0.242; number 7, H, carries 0.488; number 8, H, carries 0.148